No. 1
Here is C19H26N6O4S6SbTc as an isolated structure from OMol25. Energies are from ωB97M-V/def2-TZVPD.

The geometry in XYZ format:
```
63
Properties=species:S:1:pos:R:3:forces:R:3:mulliken_charge:R:1
Tc -1.6901 1.2583 0.4331 1.1 1.0 0.1 0.28
S -1.6933 3.4706 1.1337 -0.6 0.6 -1.1 -0.11
C -2.5014 4.5390 0.0115 -0.2 -2.8 -0.6 0.50
C -2.7388 5.8890 0.2028 0.5 -0.1 0.1 -0.70
C -3.4342 6.6003 -0.7087 -0.4 0.4 -1.0 -0.32
C -4.0196 5.9551 -1.8883 1.5 1.4 1.5 -0.68
C -3.8234 4.6259 -2.0839 0.1 -0.4 -1.5 -0.60
C -3.0723 3.8684 -1.1296 -0.4 1.7 1.3 0.71
S -3.0497 2.2188 -1.1321 -0.1 -1.4 -0.1 -0.26
H -2.2519 6.3071 1.0401 0.3 0.9 0.8 0.50
H -3.4219 7.7014 -0.5849 -0.5 -0.8 -0.3 0.36
H -4.4020 6.6781 -2.5985 -0.4 -0.6 -0.3 0.37
H -4.0890 4.1653 -3.0677 -0.1 0.3 1.2 0.38
N 0.5994 1.4331 0.8785 -1.1 0.8 -3.1 -0.41
C 1.1374 0.1494 1.2453 0.4 -0.7 1.7 0.50
C 2.4149 -0.0966 0.4467 0.6 2.0 -0.5 -0.68
C 3.2208 -1.3503 0.5913 0.1 -1.4 0.2 -1.49
C 3.6614 -1.7639 2.0194 2.7 -0.6 -0.2 -0.98
N 2.6456 -2.5940 2.7106 1.1 1.5 -0.5 0.07
C 2.8384 -2.9828 3.9726 -2.8 -0.8 -0.8 0.71
N 4.0499 -2.9476 4.5249 0.9 0.7 -0.6 -0.36
N 1.7479 -3.4711 4.6944 2.8 0.8 -0.9 -0.41
C 0.1036 -0.9969 1.0667 0.0 1.0 -0.2 0.18
O 0.4009 -2.1401 1.3369 0.3 -0.7 0.2 -0.95
O -1.0381 -0.6800 0.5613 0.0 0.4 0.4 -0.04
H 1.1518 1.8748 0.1162 -0.6 -0.7 0.3 0.20
H 0.5601 2.1684 1.5249 0.2 0.6 1.9 0.48
H 1.3781 0.2439 2.3315 -0.1 -0.6 -0.6 0.39
H 3.0837 0.8112 0.6542 -0.7 -1.2 -0.1 0.39
H 2.1788 0.0260 -0.6273 -0.1 -0.2 0.2 0.26
H 4.0405 -1.2643 -0.1548 -0.1 -0.1 1.0 0.51
H 2.6753 -2.2396 0.2539 -0.2 0.3 -0.3 0.37
H 4.0345 -0.8947 2.6232 -0.8 -0.5 -0.3 0.46
H 4.6082 -2.4011 1.9039 -1.2 0.7 -0.1 0.71
H 1.7690 -2.5225 2.1269 -0.3 -0.5 1.4 0.23
H 4.8524 -2.5828 3.9912 -0.9 -0.4 0.4 0.21
H 4.3003 -3.4570 5.3519 -0.3 -0.1 0.2 0.23
H 0.8110 -3.5098 4.2792 0.8 0.1 0.7 0.24
H 2.0187 -3.5395 5.6697 -1.3 -0.4 -0.1 0.22
S -4.9563 1.2479 1.6946 -0.1 -0.3 0.2 -0.18
Sb -3.7368 0.4076 3.6779 0.3 -0.2 -0.2 0.51
S -1.6619 1.3131 2.9919 0.0 -0.3 -0.4 -0.38
S -3.7299 -0.0744 0.6669 0.1 -0.2 -0.2 0.17
S -3.3831 -1.5554 2.1400 -0.6 0.9 -0.1 -0.19
O -0.6248 -5.3537 -1.9390 -1.0 1.3 -1.3 -0.51
C -0.6722 -4.6250 -3.1872 -0.9 -1.4 -0.4 -0.54
N -0.6714 -3.1727 -3.0321 -0.3 0.8 -0.4 0.00
C 0.4075 -2.3392 -3.2410 -0.1 -1.3 0.3 0.06
O 1.5286 -2.7470 -3.4477 0.1 0.1 -0.2 -0.61
C 0.2050 -0.8678 -3.0205 -0.8 -0.7 0.5 0.89
C 0.9205 0.1091 -3.6528 -0.1 1.0 -0.1 -0.40
C 0.7239 1.4297 -3.2930 -0.6 0.0 0.9 -1.10
C -0.0969 1.7990 -2.2190 0.5 -2.3 -1.0 -0.72
N -0.7807 0.8215 -1.5951 0.4 -0.3 0.1 1.26
C -0.6708 -0.4603 -2.0418 -0.6 1.8 0.2 -0.84
H 0.2366 -5.6655 -1.7388 1.4 -0.3 0.1 0.31
H -1.6750 -4.9324 -3.5880 0.8 0.7 0.3 0.30
H 0.0465 -4.9737 -3.9851 -0.2 0.6 1.3 0.34
H -1.5884 -2.7209 -3.0155 0.5 -0.5 0.0 0.28
H 1.5590 -0.0447 -4.4901 0.5 -0.6 -0.4 0.57
H 1.2138 2.1374 -3.8902 0.6 1.2 -0.4 0.52
H -0.2278 2.7981 -1.8874 -0.1 0.8 0.2 0.60
H -1.4221 -1.0801 -1.6271 0.0 -0.9 0.5 0.20
```
Positions in Å, forces in eV/Å.

Properties
Maximum force: 3.333 eV/A
HOMO-LUMO gap (alpha / beta): 5.98 / 5.95 eV
Spin multiplicity: 1
ΔE to the lowest compared entry with this formula, charge and spin: 0.0 kcal per mole
Charge: +2

No. 2
Here is a 2-piece molecular cluster, C19H26N8O2 overall from OMol25. Energies are from ωB97M-V/def2-TZVPD.

The geometry in XYZ format:
```
55
Properties=species:S:1:pos:R:3:forces:R:3:mulliken_charge:R:1
O 0.5074 1.1087 6.4422 -0.2 -0.1 -0.3 -0.66
O -1.6343 -1.9183 4.8833 0.0 0.6 -0.2 -0.68
N 2.4072 -3.3208 -3.8826 0.0 0.2 -0.1 -1.18
N 0.5508 -2.7171 -2.4904 0.7 -0.7 -0.4 -1.16
N -1.3620 3.2453 -3.6670 -1.4 0.6 1.2 -0.67
N 0.1449 1.5677 -4.3356 0.9 -0.5 -0.6 -0.43
C 1.1065 0.1319 6.0113 0.0 1.1 1.4 0.73
C -1.6360 -0.7371 4.5419 0.5 -1.4 0.3 -0.11
C 3.2359 -2.9230 -4.8251 -1.3 1.6 0.3 -0.28
C -0.1685 -1.6287 -2.3680 0.4 1.5 -1.1 -0.81
C 3.1756 -1.5823 -5.4296 -0.8 -0.3 0.9 -0.50
C 2.2194 -0.6874 -5.0027 0.4 -1.4 0.4 -0.25
C 0.2644 -0.5843 -3.2750 -1.1 -0.4 1.1 1.03
C 1.3102 -1.1411 -3.9585 1.1 -0.1 -1.0 -0.04
C -0.3921 2.7697 -4.4192 0.0 0.2 -0.4 0.28
C -1.8312 2.4399 -2.7222 0.4 -0.1 -0.3 -0.47
C -0.3153 0.7513 -3.3965 0.0 -0.2 0.1 0.93
C -1.3288 1.1678 -2.5516 -0.5 -0.2 0.7 -0.58
N 1.4585 -2.4334 -3.4608 0.7 0.5 -0.8 1.54
N -2.7397 0.0186 4.5833 -0.5 0.9 -0.1 -0.09
N 0.0349 3.6454 -5.3612 0.7 0.2 -0.9 -0.23
N 0.8060 -0.4522 4.8524 -0.7 -0.5 -1.5 -0.11
C 2.2562 -0.4620 6.7905 -0.1 0.0 -0.1 -1.22
C -4.0389 -0.4614 5.0482 0.4 -0.3 0.0 -0.92
C 0.8275 3.2245 -6.5236 -0.3 0.1 0.4 -0.74
C 0.0505 -1.8314 2.1873 0.0 0.3 0.3 -1.43
C -1.1659 0.2730 1.6435 0.3 0.0 0.4 -1.45
C -0.0807 -0.3429 2.5352 -0.4 -0.5 -0.4 0.37
C -0.3525 -0.0691 4.0294 0.4 0.3 0.1 0.10
H 3.9973 -3.6159 -5.1693 -0.3 -0.1 0.3 0.42
H -0.9910 -1.5368 -1.6656 0.3 -0.4 -0.1 0.57
H 3.8841 -1.3067 -6.2030 -0.1 -0.1 0.1 0.40
H 2.1382 0.3139 -5.4157 -0.2 -0.2 0.2 0.41
H -2.6285 2.7907 -2.0739 0.0 0.2 -0.2 0.39
H -1.7348 0.5362 -1.7749 0.1 -0.1 0.0 0.27
H -2.6566 0.9886 4.3240 0.0 -0.1 0.1 0.28
H -0.5885 4.4385 -5.4427 0.3 -0.2 -0.1 0.28
H 1.3117 -1.2843 4.5962 -0.2 0.0 0.0 0.21
H 2.3953 0.1127 7.7051 0.0 -0.1 -0.1 0.33
H 3.1618 -0.4176 6.1892 0.1 -0.1 0.0 0.32
H 2.0245 -1.4955 7.0411 0.1 -0.1 0.0 0.33
H -3.9116 -1.0034 5.9876 0.0 0.0 -0.1 0.29
H -4.4690 -1.1409 4.3105 -0.1 0.0 0.1 0.29
H -4.7174 0.3767 5.2107 0.2 0.0 -0.1 0.34
H 0.2936 2.4613 -7.1001 0.1 0.0 0.0 0.29
H 1.7904 2.8141 -6.2014 -0.2 0.1 0.0 0.18
H 1.0225 4.0807 -7.1768 -0.1 -0.1 0.3 0.33
H 0.3375 -1.9412 1.1411 0.0 0.0 0.0 0.40
H 0.8168 -2.2956 2.8071 0.0 -0.3 -0.1 0.36
H -0.8962 -2.3479 2.3508 0.1 -0.1 0.0 0.29
H -0.8755 0.1727 0.5980 0.0 0.0 0.0 0.41
H -2.1190 -0.2342 1.7969 -0.1 0.1 0.0 0.33
H -1.2754 1.3332 1.8734 -0.2 0.1 -0.1 0.41
H 0.8628 0.1407 2.2783 0.1 0.1 0.2 0.40
H -0.4827 1.0084 4.1342 0.2 0.1 0.1 0.51
```
Positions in Å, forces in eV/Å.

Properties
Maximum force: 2.098 eV/A
Structure (SMILES): CNC(=O)[C@@H](NC(C)=O)C(C)C.CNc1nccc(-c2cnn3ncccc23)n1
HOMO-LUMO gap: 8.21 eV
Spin multiplicity: 1

No. 3
Here is a 2-piece molecular cluster, C19H26NS2 overall from OMol25. Energies are from ωB97M-V/def2-TZVPD.

The geometry in XYZ format:
```
48
Properties=species:S:1:pos:R:3:forces:R:3:mulliken_charge:R:1
C -2.7658 -0.7797 -1.2511 -0.1 0.0 0.5 0.48
C -2.0492 -1.9584 -1.9056 -0.3 0.1 -0.3 -1.28
C -0.5242 -1.9541 -1.7172 -0.1 -0.1 0.0 -0.60
C 0.1002 -0.5878 -1.4890 0.0 0.0 0.1 1.01
N 1.4534 -0.5345 -1.5422 -0.8 -0.1 0.3 0.21
C 2.2743 -1.7124 -1.7136 0.4 -0.7 -0.1 -0.58
C 3.7230 -1.2078 -1.7511 0.2 -0.2 -0.1 -0.60
C 3.6761 0.3161 -1.5785 -0.1 0.3 0.2 -0.63
C 2.1879 0.7120 -1.5286 0.5 0.6 0.0 -0.22
C -0.6718 0.5281 -1.2525 0.5 0.0 0.3 -0.78
C -2.1020 0.5496 -1.6232 -0.8 -0.4 -0.5 -1.16
H -3.8358 -0.7692 -1.5163 0.3 -0.1 0.0 0.35
H -2.6912 -0.8985 -0.1511 -0.2 0.0 -1.0 -0.69
H -2.4551 -2.8995 -1.5151 0.1 0.1 -0.1 0.41
H -2.2701 -1.9460 -2.9808 0.0 0.0 0.2 0.41
H -0.2768 -2.5979 -0.8522 0.1 0.3 -0.3 0.32
H -0.0791 -2.4361 -2.6052 0.0 0.2 0.5 0.34
H 2.1298 -2.4344 -0.8910 -0.1 0.3 -0.2 0.31
H 2.0342 -2.2411 -2.6520 0.0 0.2 0.3 0.24
H 4.3068 -1.6809 -0.9561 0.0 0.1 -0.2 0.29
H 4.1839 -1.4790 -2.7050 0.0 0.0 0.2 0.27
H 4.1685 0.6200 -0.6475 0.0 -0.1 -0.2 0.28
H 4.1706 0.8320 -2.4062 0.0 -0.1 0.2 0.34
H 1.9309 1.3409 -2.4003 -0.2 -0.3 0.3 0.29
H 1.9729 1.3053 -0.6257 0.0 -0.3 -0.2 -0.09
H -0.1964 1.4776 -1.0192 0.1 -0.1 -0.3 0.60
H -2.2362 0.7010 -2.7104 0.1 0.2 0.3 0.49
H -2.5908 1.3841 -1.1087 -0.1 -0.2 -0.4 0.25
C 2.6911 1.1209 2.7551 -0.3 -0.1 0.0 -0.41
C 2.0053 -0.0787 2.9837 0.0 0.1 0.0 -0.86
C 0.6727 -0.2026 2.6083 0.1 0.2 -0.2 -0.42
C 0.0118 0.8821 1.9964 0.9 -0.1 -0.5 0.70
C -1.3494 0.7274 1.5338 -0.6 0.1 0.9 0.54
S -2.3076 2.1011 1.1618 -0.1 -0.2 0.3 -0.04
C -3.8215 1.5469 2.0374 0.3 0.6 0.1 -0.62
C -3.8750 0.0375 2.1556 0.1 -0.6 -0.4 -0.58
S -2.2024 -0.6914 1.9932 0.0 0.4 0.7 -0.17
C 0.6884 2.1068 1.8227 0.2 -0.2 0.2 -0.39
C 2.0245 2.2168 2.1935 -0.2 0.0 0.0 -0.76
H 3.7381 1.2109 3.0409 -0.3 0.0 0.0 0.46
H 2.5005 -0.9161 3.4766 -0.1 0.3 -0.2 0.43
H 0.1196 -1.1265 2.8008 0.4 0.3 0.0 0.41
H -3.7408 2.0300 3.0190 -0.2 -0.2 -0.2 0.39
H -4.6812 1.9546 1.4955 0.2 -0.1 0.2 0.41
H -4.2193 -0.2817 3.1444 0.0 0.1 -0.2 0.51
H -4.5053 -0.4217 1.3874 0.1 0.1 0.1 0.34
H 0.1448 2.9651 1.4212 0.3 -0.2 0.1 0.41
H 2.5378 3.1693 2.0683 -0.1 -0.3 0.0 0.41
```
Positions in Å, forces in eV/Å.

Properties
Maximum force: 1.082 eV/A
HOMO-LUMO gap: 5.17 eV
Spin multiplicity: 1
ΔE to the lowest compared entry with this formula, charge and spin: 9.8 kcal per mole
Charge: +1